(1)
Formula: C16H19ClCr
Source: OMol25
Level of theory: ωB97M-V with the def2-TZVPD basis set

Geometry as XYZ:
```
37
C16H19ClCr (ωB97M-V with the def2-TZVPD basis set)
C 0.9461 -1.5157 -0.1212
C 0.8912 -1.6577 -1.5315
C -0.4922 -1.8222 -1.8949
H 1.7506 -1.6205 -2.1738
C -1.2791 -1.5686 -0.7523
C -0.4125 -1.4585 0.4621
H -0.7687 -2.0058 1.3638
H 1.9155 -1.4524 0.4000
H -0.8732 -2.0391 -2.8736
H -2.3567 -1.5744 -0.7707
Cr 0.1152 0.3797 -1.1852
Cl 0.8999 2.0375 0.4247
C 0.0950 2.1022 -2.3362
C -1.1241 1.4729 -2.7676
C -0.7372 0.4197 -3.6549
H -2.1109 1.9456 -2.7276
C 0.6507 0.2525 -3.5916
C 1.2154 1.2381 -2.7073
H 2.2438 1.4144 -2.4517
H 0.2167 3.0924 -1.8690
H -1.4113 -0.1023 -4.3563
H 1.2413 -0.4649 -4.1817
C -1.3166 0.9329 4.5871
C -0.0501 0.2196 4.1171
C 1.2554 0.9267 4.4818
C -0.0552 -1.2126 4.7117
C -0.0124 0.3315 2.6377
C -0.0734 0.0920 1.3907
H -1.4025 0.9150 5.6834
H -2.1535 0.4138 4.0918
H -1.3248 1.9617 4.2128
H 1.3538 0.9889 5.5943
H 2.0598 0.3693 4.0124
H 1.2557 1.8785 3.9210
H -0.9180 -1.7530 4.2923
H 0.8604 -1.7831 4.4292
H -0.1502 -1.2014 5.8057
```

Properties
2S+1 = 4
E_HOMO (spin up / spin down) = -1.960 / -2.510 eV
Max |F| = 6.06 eV Å⁻¹
Net charge = -1

(2)
Formula: C16H19F3N2O4S
Source: OMol25
Level of theory: ωB97M-V with the def2-TZVPD basis set

Geometry as XYZ:
```
45
C16H19F3N2O4S (ωB97M-V with the def2-TZVPD basis set)
C 2.9925 4.8180 -2.6266
O 2.7826 3.4283 -2.4124
C 2.1888 3.0895 -1.2627
O 1.8522 3.8898 -0.4309
C 2.0228 1.5810 -1.1751
C 1.5483 1.1424 0.2119
C 0.0904 1.5444 0.4601
N -0.7610 1.0460 -0.5971
C -1.7567 0.1413 -0.5167
O -2.3692 -0.2372 -1.4986
C -2.0913 -0.4228 0.8607
C -1.0938 -1.5398 1.2162
N -1.4240 -2.1073 2.5178
C -0.8563 -1.6439 3.6353
O -0.0288 -0.7707 3.7097
C -1.3853 -2.3890 4.8941
F -0.8581 -1.9366 6.0227
F -1.1267 -3.7070 4.8185
F -2.7233 -2.2749 4.9917
C -1.0830 -2.5968 0.1648
C -0.0689 -2.9253 -0.6807
C -0.4223 -3.9422 -1.5947
C -1.6978 -4.3705 -1.4278
S -2.5006 -3.5382 -0.1626
C -0.3824 1.5552 -1.9006
C 1.0332 1.0993 -2.2460
H 2.0359 5.3392 -2.6982
H 3.5431 4.9022 -3.5596
H 3.5645 5.2457 -1.8011
H 3.0074 1.1504 -1.3861
H 2.1694 1.6006 0.9816
H 1.6495 0.0580 0.2885
H -0.2216 1.1772 1.4350
H 0.0280 2.6375 0.4679
H -2.0904 0.3459 1.6321
H -3.0921 -0.8537 0.7897
H -0.0870 -1.1211 1.3181
H -2.1489 -2.8105 2.5483
H 0.9005 -2.4600 -0.6536
H 0.2459 -4.3334 -2.3402
H -2.2258 -5.1265 -1.9739
H -1.0997 1.1720 -2.6281
H -0.4345 2.6492 -1.8815
H 1.3222 1.4856 -3.2234
H 1.0522 0.0084 -2.2865
```

Properties
SMILES = COC(=O)C1CCN(C(=O)C[C@@H](NC(=O)C(F)(F)F)c2cccs2)CC1
E_HOMO = -9.132 eV
Max |F| = 0.64 eV Å⁻¹